Density functional theory data (ωB97M-V/def2-TZVPD) for a molecular structure, C29H32BrF4N4O5STi at a distorted geometry.

Last column: Löwdin charge in e.
Element x y z (Å)
Ti -0.001 0.416 -0.663  1.0098
O 0.798 -2.756 3.451  0.0658
C 1.236 -3.515 2.405  -0.2780
C 1.668 -4.804 2.691  -0.0106
C 2.126 -5.619 1.668  -0.0810
C 2.163 -5.155 0.359  -0.0811
C 1.720 -3.872 0.078  -0.0319
C 1.243 -3.050 1.088  -0.1146
C 0.700 -1.679 0.799  -0.3953
O 0.547 -1.385 -0.545  -0.2645
N 1.650 -0.683 1.433  0.0395
N 1.723 0.419 0.607  -0.1127
C 2.675 1.261 0.669  -0.1489
C 2.911 2.153 -0.453  -0.5534
Br 2.403 1.359 -2.121  0.9707
C 3.572 3.301 -0.325  -0.0602
C 3.999 4.286 -1.309  -0.2191
C 5.137 5.045 -1.014  -0.0392
C 5.615 5.984 -1.910  -0.0805
C 4.947 6.197 -3.108  -0.0788
C 3.798 5.474 -3.396  -0.0645
C 3.322 4.523 -2.508  -0.0471
H 0.694 -1.832 3.187  0.0857
H 1.639 -5.146 3.718  0.1188
H 2.460 -6.623 1.897  0.1034
H 2.524 -5.793 -0.437  0.1019
H 1.714 -3.491 -0.937  0.1029
H -0.266 -1.563 1.300  0.1209
H 2.571 -1.096 1.534  0.1438
H 3.375 1.285 1.502  0.1479
H 3.876 3.519 0.697  0.1307
H 5.653 4.886 -0.073  0.1127
H 6.502 6.556 -1.670  0.1040
H 5.312 6.936 -3.810  0.1041
H 3.259 5.659 -4.316  0.1093
H 2.397 4.009 -2.723  0.0534
C -0.717 -3.931 -2.120  -0.0888
C -1.736 -4.020 -0.992  -0.2415
N -2.075 -2.728 -0.410  -0.1679
C -3.113 -2.859 0.605  -0.2466
C -2.714 -3.775 1.754  -0.0718
C -2.403 -1.754 -1.442  -0.1926
C -2.896 -0.414 -0.916  -0.2254
N -1.954 0.185 0.029  -0.0733
C -2.501 0.962 1.018  -0.1831
C -1.760 1.214 2.193  -0.1418
F -0.516 0.683 2.287  0.0682
C -2.226 1.968 3.241  -0.2166
F -1.440 2.137 4.317  0.0913
C -3.484 2.539 3.218  0.0615
C -4.232 2.322 2.083  -0.2203
F -5.456 2.870 1.986  0.0886
C -3.767 1.579 1.015  -0.1568
F -4.576 1.502 -0.071  0.0595
H 0.101 -3.262 -1.840  0.0366
H -0.302 -4.920 -2.314  0.0793
H -1.157 -3.567 -3.049  0.0720
H -1.317 -4.643 -0.201  0.1022
H -2.648 -4.530 -1.358  0.1223
H -4.062 -3.217 0.163  0.1238
H -3.304 -1.870 1.020  0.0997
H -2.713 -4.828 1.472  0.0684
H -3.417 -3.657 2.580  0.0758
H -1.715 -3.520 2.118  0.0658
H -3.185 -2.131 -2.128  0.1346
H -1.513 -1.593 -2.056  0.0974
H -3.861 -0.567 -0.434  0.1076
H -3.081 0.233 -1.780  0.1107
H -3.859 3.126 4.043  0.1342
C -2.366 3.496 -1.370  -0.0912
S -0.714 2.901 -1.599  0.4537
O 0.026 3.894 -2.314  -0.2881
O -0.801 1.572 -2.283  -0.4308
O -0.166 2.554 -0.258  -0.3921
H -2.577 4.207 -2.165  0.0765
H -2.413 3.982 -0.397  0.0828
H -3.053 2.656 -1.405  0.0524

Values from the calculation:
Relative energy (zero: lowest compared OMol25 entry of this formula, charge and spin) (kJ/mol): 55.85
⟨S²⟩: 0.754
Highest occupied orbital energy (spin up / spin down) (eV): -7.72 / -7.77
Spin multiplicity: 2